No. 1
A structure of composition C19H29IrN9OS2 in a non-equilibrium geometry, computed with ωB97M-V/def2-TZVPD.

The spin multiplicity is 2. The energy comes out at -2208.74841 Ha. As for the HOMO energy (spin up / spin down): -19.191 / -19.191 eV. The charge is +4. Its energy above the lowest of the compared OMol25 structures with the same formula, charge and spin is 57.30 kcal/mol. The value obtained for the gap between HOMO and LUMO (spin up / spin down) is 5.93 / 6.15 eV.

Positions of all 61 atoms, in Å:
Ir1 0.444 0.070 0.421
S1 3.194 -0.910 -3.059
S2 -0.226 1.898 1.899
O1 -1.660 -0.641 1.147
N1 -1.585 3.787 -2.963
N2 2.092 -2.794 2.471
N3 2.316 0.438 1.809
N4 -0.315 1.705 -1.362
N5 2.097 1.199 2.968
N6 -0.318 -1.386 -1.272
N7 -1.930 -2.235 2.767
N8 0.166 -1.662 1.867
N9 0.833 2.689 4.174
C1 0.787 -2.575 2.643
C2 -3.398 -2.105 2.702
C3 -0.134 3.874 -2.577
C4 0.032 -3.257 3.626
C5 1.839 -0.906 -2.013
C6 -1.173 -1.496 1.918
C7 -1.747 1.642 -1.726
C8 -1.786 -2.953 -2.298
C9 3.221 0.665 -1.046
C10 0.402 -2.586 -3.197
C11 -0.816 -3.243 -3.251
C12 -1.495 -2.023 -1.320
C13 1.990 -0.044 -0.960
C14 0.101 3.120 -1.268
C15 0.991 1.938 3.110
C16 -1.311 -3.079 3.640
C17 0.629 -1.659 -2.189
C18 -2.025 2.353 -3.050
C19 3.962 0.290 -2.126
H1 -1.737 4.257 -3.862
H2 -1.474 1.887 -3.867
H3 -2.223 -1.755 -0.568
H4 2.656 -0.478 2.090
H5 3.037 0.878 1.244
H6 -2.161 4.290 -2.282
H7 1.158 3.181 -1.014
H8 3.566 1.432 -0.365
H9 0.153 4.918 -2.462
H10 1.536 2.770 4.899
H11 -3.087 2.307 -3.282
H12 -1.008 -3.979 -4.021
H13 4.926 0.678 -2.422
H14 -2.322 2.102 -0.919
H15 -0.010 3.232 4.306
H16 -2.064 0.604 -1.806
H17 -3.695 -1.080 2.911
H18 -3.742 -2.367 1.704
H19 2.561 -3.519 2.996
H20 -3.856 -2.772 3.426
H21 -2.755 -3.433 -2.314
H22 0.239 1.239 -2.082
H23 2.552 -2.450 1.644
H24 1.185 -2.801 -3.914
H25 -0.467 3.585 -0.460
H26 -1.945 -3.614 4.334
H27 0.452 3.443 -3.388
H28 0.513 -3.919 4.332
H29 2.839 1.251 3.656

Here are the natural (NBO) charges for atoms 1 to 6, given in e: Ir 1.177; S 0.627; S 0.039; O -0.665; N -0.494; N -0.741

---

No. 2
An isolated molecule of C3H8SSi in a non-equilibrium geometry, computed with ωB97M-V/def2-TZVPD.

The energy comes out at -806.76051 Ha. As for the HOMO energy: -8.638 eV. Its energy above the lowest of the compared OMol25 structures with the same formula, charge and spin is 13.04 kcal/mol. The value obtained for the gap between HOMO and LUMO is 9.43 eV.

Positions of all 13 atoms, in Å:
S1 -1.994 -1.195 -0.485
Si1 -0.167 -0.102 0.035
C1 -0.323 1.719 0.780
C2 1.210 -1.187 0.704
C3 -0.832 -0.419 -1.736
H1 0.183 1.906 1.777
H2 2.226 -0.859 0.599
H3 -1.398 0.204 -2.472
H4 0.241 2.456 0.358
H5 -1.290 2.179 0.975
H6 1.265 -1.513 1.726
H7 1.214 -2.021 0.129
H8 -0.333 -1.167 -2.389

Here are the natural (NBO) charges for atoms 1 to 6, given in e: S -0.248; Si 1.430; C -1.086; C -1.110; C -0.942; H 0.243

---

No. 3
A cluster of 2 separate species, C3H7NO2S2 in total in a non-equilibrium geometry, computed with ωB97M-V/def2-TZVPD.

The energy comes out at -1120.04250 Ha. As for the HOMO energy: -8.143 eV. Its energy above the lowest of the compared OMol25 structures with the same formula, charge and spin is 61.34 kcal/mol. The value obtained for the gap between HOMO and LUMO is 8.32 eV.

Positions of all 15 atoms, in Å:
S1 -0.096 -0.884 -1.498
S2 -0.570 -1.906 1.267
O1 2.267 0.847 1.176
O2 2.622 -0.477 -0.662
N1 -0.498 1.905 -0.192
C1 -0.899 0.734 0.555
C2 2.348 0.158 0.261
C3 -0.059 -0.511 0.293
H1 -1.111 -1.715 -1.942
H2 -1.970 0.573 0.361
H3 0.736 -1.925 -1.405
H4 0.450 2.176 0.039
H5 -0.541 1.742 -1.193
H6 -1.894 -1.680 1.322
H7 -0.785 0.962 1.619

Here are the natural (NBO) charges for atoms 1 to 6, given in e: S 0.346; S -0.006; O -0.530; O -0.568; N -0.823; C -0.287

---

No. 4
A cluster of 2 separate species, C2H7N2O in total in a non-equilibrium geometry, computed with ωB97M-V/def2-TZVPD.

The energy comes out at -264.90109 Ha. As for the HOMO energy: -14.809 eV. The charge is +1. Its energy above the lowest of the compared OMol25 structures with the same formula, charge and spin is 18.89 kcal/mol. The value obtained for the gap between HOMO and LUMO is 9.99 eV.

Positions of all 12 atoms, in Å:
O1 0.700 -0.247 0.055
N1 2.726 -0.731 -0.876
N2 -1.712 0.540 0.386
C1 -2.731 0.055 0.993
C2 1.704 0.055 -0.582
H1 -1.821 1.534 0.165
H2 3.623 -0.330 -1.117
H3 1.815 1.072 -0.980
H4 -0.755 0.068 0.308
H5 -2.742 -1.028 1.046
H6 2.689 -1.723 -0.734
H7 -3.497 0.735 1.336

Here are the natural (NBO) charges for atoms 1 to 6, given in e: O -0.695; N -0.762; N -0.579; C 0.135; C 0.568; H 0.420

---

No. 5
A structure of composition C33H48P2W in a non-equilibrium geometry, computed with ωB97M-V/def2-TZVPD.

The spin multiplicity is 3. The energy comes out at -2035.25806 Ha. As for the HOMO energy (spin up / spin down): -12.904 / -12.794 eV. The charge is +2. Its energy above the lowest of the compared OMol25 structures with the same formula, charge and spin is 46.16 kcal/mol. The value obtained for the gap between HOMO and LUMO (spin up / spin down) is 5.69 / 5.28 eV.

Positions of all 84 atoms, in Å:
W1 0.631 -1.237 0.634
P1 -0.356 0.481 -2.737
P2 1.531 -1.646 -1.418
C1 4.970 0.247 1.655
C2 2.372 -2.431 3.053
C3 2.945 2.010 2.537
C4 0.559 -3.268 1.358
C5 -1.136 -1.739 1.858
C6 3.277 -2.004 -1.766
C7 1.024 -2.412 2.419
C8 1.342 -0.033 -2.296
C9 -2.416 -0.973 1.878
C10 -4.240 1.354 -0.257
C11 5.264 1.239 2.614
C12 -2.221 1.781 -2.151
C13 4.258 2.089 3.057
C14 1.268 -4.460 0.812
C15 -4.156 2.644 0.511
C16 -0.766 -2.829 0.985
C17 0.335 1.775 1.473
C18 -2.941 4.041 -1.226
C19 1.270 0.776 1.189
C20 -0.028 -0.549 3.890
C21 -3.468 1.528 -2.687
C22 -0.051 -1.534 2.777
C23 0.670 2.848 2.323
C24 -3.493 3.741 0.136
C25 3.671 0.092 1.199
C26 2.643 0.966 1.604
C27 -0.959 -0.560 -4.156
C28 1.924 2.911 2.910
C29 0.721 -2.868 -2.481
C30 -4.636 1.452 -1.786
C31 -1.600 -3.457 -0.083
C32 -1.763 3.127 -1.640
C33 0.225 1.861 -3.831
H1 -3.271 0.838 -0.164
H2 2.248 -4.212 0.400
H3 -1.969 -2.728 -0.817
H4 -2.223 0.103 1.978
H5 1.036 -3.874 -2.174
H6 3.431 -0.727 0.502
H7 -4.560 2.567 1.525
H8 3.920 -1.179 -1.452
H9 -2.007 1.034 -1.365
H10 -3.344 4.560 0.846
H11 0.960 -0.083 3.984
H12 -1.975 -0.265 -4.452
H13 2.637 -1.431 3.425
H14 -0.680 1.710 1.074
H15 -0.530 2.640 -3.950
H16 6.279 1.334 3.001
H17 0.464 1.468 -4.821
H18 -5.229 0.549 -2.008
H19 1.048 -2.700 -3.516
H20 -1.031 -4.238 -0.602
H21 -2.479 -3.941 0.360
H22 -0.761 0.249 3.735
H23 -0.371 -2.841 -2.422
H24 -2.987 -1.154 0.961
H25 -0.266 -0.408 -4.994
H26 -4.944 0.674 0.239
H27 0.677 -4.934 0.028
H28 2.165 3.686 3.632
H29 -0.977 -1.624 -3.913
H30 1.949 -0.046 -3.218
H31 -1.112 2.970 -0.768
H32 -0.258 -1.016 4.858
H33 -0.069 3.616 2.547
H34 -3.712 3.938 -1.998
H35 1.429 -5.196 1.608
H36 3.139 -2.732 2.324
H37 -3.047 -1.255 2.728
H38 3.582 -2.915 -1.240
H39 3.383 -2.155 -2.847
H40 -1.144 3.626 -2.392
H41 -3.622 1.366 -3.751
H42 2.404 -3.122 3.910
H43 4.451 2.845 3.812
H44 1.719 0.783 -1.653
H45 5.767 -0.396 1.266
H46 1.133 2.289 -3.400
H47 -2.583 5.083 -1.241
H48 -5.346 2.283 -1.942

Here are the Löwdin charges for atoms 1 to 6, given in e: W 1.334; P 0.989; P 0.662; C -0.053; C 0.002; C -0.170

---

No. 6
A structure of composition C30H22N8O3ReS2, computed with ωB97M-V/def2-TZVPD.

The spin multiplicity is 3. The energy comes out at -2694.61881 Ha. As for the HOMO energy (spin up / spin down): -9.598 / -9.763 eV. The charge is +1. Its energy above the lowest of the compared OMol25 structures with the same formula, charge and spin is 4.33 kcal/mol. The value obtained for the gap between HOMO and LUMO (spin up / spin down) is 6.27 / 6.21 eV.

Positions of all 66 atoms, in Å:
Re1 0.431 -0.683 0.128
S1 -0.035 -2.517 1.582
S2 0.074 -2.089 -1.795
O1 2.768 3.329 -6.201
O2 2.343 -0.898 1.306
O3 0.635 3.281 -5.893
N1 1.777 2.988 -5.598
N2 -2.372 -1.260 -0.857
N3 -0.006 0.694 1.703
N4 2.430 -1.825 2.264
N5 0.424 1.168 -1.197
N6 2.494 -0.495 -1.265
N7 -2.373 -2.646 -2.632
N8 -1.590 -0.572 0.040
C1 -5.877 0.707 0.406
C2 -0.752 3.075 -2.029
C3 -1.663 -1.966 -1.715
C4 0.857 1.378 2.460
C5 -4.246 -0.493 2.302
C6 1.576 -3.620 3.522
C7 1.039 2.159 -3.318
C8 -1.823 1.620 2.936
C9 0.010 3.105 -3.165
C10 -1.338 0.801 1.926
C11 2.346 0.317 -2.325
C12 1.233 1.232 -2.287
C13 -0.926 2.326 3.720
C14 4.298 -0.574 -3.390
C15 3.224 0.329 -3.407
C16 -0.525 2.082 -1.077
C17 1.404 -2.660 2.512
C18 -4.506 0.672 0.214
C19 -2.211 0.063 0.997
C20 -3.682 0.076 1.165
C21 1.963 2.101 -4.426
C22 3.511 -1.337 -1.268
C23 -5.621 -0.468 2.489
C24 0.435 2.207 3.481
C25 3.002 1.255 -4.478
C26 4.440 -1.411 -2.315
C27 2.746 -3.694 4.232
C28 -6.436 0.135 1.543
C29 3.782 -2.798 3.943
C30 3.595 -1.876 2.954
H1 -3.376 -2.652 -2.562
H2 -1.914 -3.290 -3.250
H3 -7.508 0.158 1.688
H4 -1.144 2.029 -0.194
H5 -6.054 -0.923 3.370
H6 -0.173 3.843 -3.931
H7 -3.607 -0.971 3.036
H8 3.670 1.278 -5.327
H9 4.994 -0.600 -4.219
H10 2.865 -4.436 5.009
H11 5.248 -2.125 -2.261
H12 4.320 -1.137 2.649
H13 0.754 -4.293 3.716
H14 -4.072 1.093 -0.685
H15 -1.539 3.796 -1.864
H16 1.163 2.745 4.073
H17 -2.889 1.700 3.092
H18 1.900 1.220 2.224
H19 -1.291 2.970 4.509
H20 4.721 -2.817 4.475
H21 3.589 -1.978 -0.401
H22 -6.514 1.171 -0.335

Here are the natural (NBO) charges for atoms 1 to 6, given in e: Re 0.903; S 0.019; S -0.105; O -0.344; O -0.607; O -0.368

---

Question: Which value of energy does entry 1 give?
Answer: -2208.74841 Ha

---

Question: Which of these has the lowest energy?
Answer: C30H22N8O3ReS2

---

What did the second record say?
An isolated molecule of C3H8SSi in a non-equilibrium geometry, computed with ωB97M-V/def2-TZVPD.

The energy comes out at -806.76051 Ha. As for the HOMO energy: -8.638 eV. Its energy above the lowest of the compared OMol25 structures with the same formula, charge and spin is 13.04 kcal/mol. The value obtained for the gap between HOMO and LUMO is 9.43 eV.

Positions of all 13 atoms, in Å:
S1 -1.994 -1.195 -0.485
Si1 -0.167 -0.102 0.035
C1 -0.323 1.719 0.780
C2 1.210 -1.187 0.704
C3 -0.832 -0.419 -1.736
H1 0.183 1.906 1.777
H2 2.226 -0.859 0.599
H3 -1.398 0.204 -2.472
H4 0.241 2.456 0.358
H5 -1.290 2.179 0.975
H6 1.265 -1.513 1.726
H7 1.214 -2.021 0.129
H8 -0.333 -1.167 -2.389

Here are the natural (NBO) charges for atoms 1 to 6, given in e: S -0.248; Si 1.430; C -1.086; C -1.110; C -0.942; H 0.243

---

Question: Number 4 is which compound?
Answer: C2H7N2O